[1]
DFT (ωB97M-V/def2-TZVPD) results for a single C23H30FN5OS molecule.

For the lowest unoccupied orbital energy, the calculation gives 0.0137 Ha. The SMILES is CCN(CC)CCCNC(=O)C1CCN(c2ncnc3c2sc2cccc(F)c23)CC1. Its HOMO-LUMO gap is 8.377 eV. The calculation puts the HOMO energy at -8.0 eV. Its calculated total energy is -1741.55828 hartree.

The geometry in ORCA input format:
```
! RIJCOSX wB97M-V def2-TZVPD def2/J DEFGRID3
* xyz 0 1
C 5.01 0.49 2.05
H 5.63 1.35 1.84
H 4.42 0.70 2.95
H 5.65 -0.37 2.25
C 4.09 0.22 0.85
N 3.23 -0.95 0.95
C 2.25 -0.90 2.03
C 1.35 0.32 1.97
H 0.51 0.19 2.64
H 1.87 1.23 2.27
H 0.96 0.47 0.96
H 1.63 -1.80 1.93
H 2.74 -0.95 3.02
C 3.97 -2.21 0.95
H 4.91 -2.05 0.42
C 3.22 -3.35 0.25
C 2.99 -3.06 -1.23
N 2.11 -1.93 -1.37
C 1.04 -1.91 -2.18
O 0.75 -2.80 -2.96
C 0.22 -0.62 -2.03
C 0.96 0.54 -2.70
H 0.99 0.37 -3.78
C 0.24 1.86 -2.37
N -1.17 1.61 -2.11
C -1.65 1.84 -0.86
N -0.84 2.49 -0.02
C -1.26 2.79 1.20
N -2.42 2.52 1.72
C -3.27 1.87 0.92
C -2.94 1.50 -0.39
S -4.27 0.67 -1.18
C -5.27 0.82 0.24
C -6.57 0.36 0.36
C -7.22 0.56 1.56
C -6.60 1.21 2.62
C -5.30 1.67 2.48
C -4.61 1.48 1.28
F -4.72 2.29 3.51
H -7.11 1.37 3.55
H -8.24 0.21 1.68
H -7.05 -0.15 -0.46
H -0.55 3.31 1.82
C -1.71 0.63 -3.02
H -2.80 0.64 -3.01
C -1.17 -0.76 -2.66
H -1.09 -1.38 -3.55
H -1.84 -1.26 -1.96
H -1.39 0.93 -4.02
H 0.66 2.33 -1.49
H 0.31 2.56 -3.21
H 1.99 0.60 -2.35
H 0.13 -0.40 -0.96
H 2.28 -1.21 -0.67
H 2.52 -3.92 -1.73
H 3.95 -2.85 -1.72
H 2.26 -3.53 0.74
H 3.82 -4.26 0.35
H 4.22 -2.53 1.98
H 3.45 1.09 0.68
H 4.71 0.09 -0.04
*
```

Here are the natural (NBO) charges for atoms 1 to 4, given in e: number 1, C, carries -0.638; number 2, H, carries 0.218; number 3, H, carries 0.205; number 4, H, carries 0.206


[2]
DFT (ωB97M-V/def2-TZVPD) results for a molecular structure, C23H30FN6OSSn.

For the lowest unoccupied orbital energy, the calculation gives -0.0817 Ha. Its HOMO-LUMO gap is 7.958 eV. The calculation puts the HOMO energy at -10.2 eV. Its calculated total energy is -2010.39833 hartree.

The geometry in ORCA input format:
```
! RIJCOSX wB97M-V def2-TZVPD def2/J DEFGRID3
* xyz 1 1
Sn 0.35 -0.19 0.01
C 3.20 0.80 2.05
C 2.01 0.25 2.83
N 0.72 0.66 2.25
C 0.45 2.11 2.37
C -0.04 2.74 1.07
N 0.72 2.20 -0.07
C 2.12 2.71 -0.12
C 3.18 1.64 -0.31
N 3.04 0.54 0.63
H 4.11 0.37 2.45
H 3.28 1.88 2.21
H 2.09 0.57 3.88
H 2.04 -0.84 2.81
H -0.01 0.13 2.71
H 1.38 2.60 2.69
H -0.27 2.31 3.16
H 0.05 3.83 1.14
H -1.09 2.50 0.91
H 0.26 2.44 -0.94
H 2.30 3.25 0.82
H 2.22 3.44 -0.92
H 4.16 2.13 -0.26
H 3.08 1.23 -1.32
H 3.60 -0.25 0.33
S 1.22 1.19 -3.20
C 1.08 1.64 -4.82
N 1.83 0.99 -5.75
C 1.81 1.24 -7.09
C 1.00 2.22 -7.58
C 0.20 2.93 -6.67
C 0.23 2.65 -5.33
H 2.43 0.26 -5.39
H 2.46 0.64 -7.70
H 0.98 2.42 -8.64
H -0.45 3.71 -7.04
H -0.38 3.19 -4.62
F -5.82 -0.84 1.18
C -4.52 -0.55 0.95
C -3.93 -1.03 -0.20
C -2.58 -0.74 -0.41
C -1.82 0.01 0.49
C -2.49 0.48 1.63
C -3.83 0.21 1.87
H -4.50 -1.61 -0.91
H -2.11 -1.13 -1.31
H -1.98 1.08 2.38
H -4.34 0.58 2.75
N -3.75 -3.64 2.91
C -2.68 -4.44 3.17
O -2.74 -5.43 3.87
C -1.37 -4.02 2.56
C -0.38 -4.97 2.40
C 0.83 -4.60 1.83
C 0.99 -3.28 1.45
N 0.06 -2.35 1.62
C -1.10 -2.72 2.17
H -4.65 -3.95 3.25
H -3.75 -2.98 2.15
H -0.57 -5.99 2.73
H 1.62 -5.32 1.68
H 1.92 -2.95 0.98
H -1.84 -1.93 2.29
*
```

Here are the natural (NBO) charges for atoms 1 to 4, given in e: number 1, Sn, carries 1.245; number 2, C, carries -0.243; number 3, C, carries -0.223; number 4, N, carries -0.695


[3]
DFT (ωB97M-V/def2-TZVPD) results for a molecular structure, C23H30N2O3.

For the lowest unoccupied orbital energy, the calculation gives 0.0190 Ha. Its HOMO-LUMO gap is 7.965 eV. The calculation puts the HOMO energy at -7.4 eV. Its calculated total energy is -1228.93262 hartree.

The geometry in ORCA input format:
```
! RIJCOSX wB97M-V def2-TZVPD def2/J DEFGRID3
* xyz 0 1
C -5.72 -0.47 1.78
H -5.40 0.15 1.03
O -4.72 -1.15 2.62
C -3.61 -1.76 1.89
C -3.42 -2.06 0.38
C -2.39 -2.53 -0.08
C -1.43 -2.93 0.72
C -1.44 -3.01 2.23
C -2.48 -2.26 2.79
H -2.66 -2.05 3.76
H -0.73 -3.27 3.05
H -0.50 -3.73 0.53
C -2.27 -2.88 -1.67
H -1.88 -3.71 -1.63
H -3.28 -2.93 -1.91
C -1.57 -1.49 -2.24
C -0.18 -1.48 -1.82
C 0.57 -0.14 -2.14
N -0.26 0.86 -1.73
C -1.52 1.01 -2.42
C -2.24 -0.37 -2.04
H -3.22 -0.15 -2.54
H -2.64 -0.14 -0.89
H -2.07 2.00 -2.20
H -1.20 0.65 -3.37
C -0.34 1.26 -0.39
C 1.12 1.56 -0.01
C 1.93 2.39 -0.28
C 3.24 2.82 0.05
C 3.58 2.08 1.19
C 2.76 1.08 1.96
C 1.61 0.80 1.31
H 0.81 0.20 1.85
H 3.13 0.62 2.63
N 4.93 2.26 1.76
C 5.82 3.05 1.62
O 5.94 3.60 0.46
C 6.97 3.20 2.38
H 7.49 1.97 2.44
H 7.91 3.77 2.15
H 6.68 3.37 3.28
H 5.04 1.96 2.75
H 3.97 3.45 -0.43
H 1.70 3.00 -1.47
H -0.67 0.53 0.28
H -0.97 2.15 -0.43
H 1.45 -0.16 -1.70
H 0.66 -0.28 -3.33
H -0.19 -1.63 -0.47
H 0.52 -2.28 -1.87
C -1.49 -2.07 -3.67
O -2.74 -2.15 -4.32
H -3.36 -3.00 -3.96
H -1.03 -1.19 -4.35
H -1.09 -2.91 -3.91
H -4.44 -1.41 -0.01
H -6.12 -1.35 1.21
H -6.26 0.06 2.51
*
```

Here are the natural (NBO) charges for atoms 1 to 4, given in e: number 1, C, carries -0.249; number 2, H, carries 0.173; number 3, O, carries -0.519; number 4, C, carries 0.324


[4]
DFT (ωB97M-V/def2-TZVPD) results for a single C23H30N2O7 molecule.

For the lowest unoccupied orbital energy, the calculation gives 0.0192 Ha. The SMILES is COc1ccc(-c2cc(CC3(C(=O)O)CCN(C(=O)OC(C)(C)C)CC3)on2)c(OC)c1. Its HOMO-LUMO gap is 8.637 eV. The calculation puts the HOMO energy at -8.1 eV. Its calculated total energy is -1530.63422 hartree.

The geometry in ORCA input format:
```
! RIJCOSX wB97M-V def2-TZVPD def2/J DEFGRID3
* xyz 0 1
C -7.69 -1.59 -0.74
H -8.52 -2.26 -0.55
O -6.81 -1.76 0.34
C -5.65 -1.04 0.37
C -4.83 -1.26 1.47
C -3.64 -0.57 1.58
C -3.23 0.35 0.61
C -4.07 0.57 -0.49
C -5.27 -0.12 -0.60
H -5.91 0.05 -1.45
O -3.66 1.49 -1.42
C -4.50 1.80 -2.50
H -5.46 2.19 -2.16
H -4.66 0.93 -3.15
H -3.98 2.57 -3.06
C -1.97 1.04 0.80
N -1.36 1.01 1.97
O -0.21 1.72 1.85
C -0.10 2.18 0.59
C -1.18 1.78 -0.13
H -1.40 1.98 -1.16
C 1.09 2.99 0.22
H 1.32 3.68 1.03
H 0.86 3.55 -0.68
C 2.36 2.12 -0.04
C 3.39 3.11 -0.57
O 3.73 3.22 -1.72
O 3.87 3.91 0.39
H 4.50 4.55 0.02
C 2.08 1.05 -1.10
H 1.83 1.52 -2.05
C 3.29 0.14 -1.29
N 3.71 -0.43 -0.03
C 3.55 -1.72 0.33
O 3.83 -2.14 1.43
O 3.08 -2.47 -0.69
C 2.89 -3.89 -0.53
C 2.37 -4.35 -1.89
H 3.09 -4.12 -2.67
H 2.19 -5.42 -1.88
H 1.44 -3.83 -2.13
C 4.22 -4.57 -0.21
H 4.08 -5.65 -0.18
H 4.96 -4.33 -0.98
H 4.59 -4.24 0.75
C 1.86 -4.17 0.56
H 0.93 -3.64 0.34
H 2.23 -3.83 1.52
H 1.66 -5.23 0.61
C 4.05 0.56 0.97
H 4.34 0.02 1.88
C 2.85 1.46 1.25
H 3.13 2.23 1.98
H 2.04 0.86 1.68
H 4.90 1.15 0.61
H 3.05 -0.67 -1.98
H 4.12 0.72 -1.71
H 1.23 0.45 -0.78
H -2.99 -0.73 2.43
H -5.14 -1.97 2.22
H -8.06 -0.56 -0.80
H -7.22 -1.86 -1.69
*
```

Here are the natural (NBO) charges for atoms 1 to 4, given in e: number 1, C, carries -0.253; number 2, H, carries 0.203; number 3, O, carries -0.486; number 4, C, carries 0.337


[5]
DFT (ωB97M-V/def2-TZVPD) results for a molecular structure, C23H30N3OSSi2W.

For the lowest unoccupied orbital energy (alpha / beta), the calculation gives -0.1546 / -0.1576 Ha. Its HOMO-LUMO gap (alpha / beta) is 6.462 / 6.673 eV. The calculation puts the HOMO energy (alpha / beta) at -10.7 / -11.0 eV. Its calculated total energy is -2178.13108 hartree.

The geometry in ORCA input format:
```
! RIJCOSX wB97M-V def2-TZVPD def2/J DEFGRID3
* xyz 1 1
W -0.35 0.20 -0.07
C -2.92 0.61 4.95
C -3.29 0.38 3.63
C -2.33 0.13 2.67
C -0.99 0.12 3.02
C -0.60 0.35 4.34
C -1.57 0.59 5.30
N 0.00 -0.09 2.00
N 1.15 -0.41 2.41
C 2.10 -0.40 1.39
C 3.43 -0.64 1.71
C 4.38 -0.49 0.72
C 4.01 -0.11 -0.57
C 2.68 0.11 -0.88
C 1.69 -0.04 0.09
H -3.67 0.80 5.70
H -4.34 0.38 3.36
H -2.64 -0.08 1.65
H 0.45 0.35 4.60
H -1.27 0.77 6.32
H 3.70 -0.93 2.71
H 5.43 -0.67 0.94
H 4.77 0.00 -1.33
H 2.41 0.37 -1.90
C -1.29 -5.03 -2.20
Si -2.36 -3.88 -3.20
C -4.04 -3.65 -2.43
C -2.51 -4.49 -4.96
C -1.48 -2.19 -3.28
C -1.09 -1.61 -4.49
C -0.42 -0.39 -4.55
C -0.12 0.25 -3.37
N -0.50 -0.27 -2.19
C -1.17 -1.44 -2.15
S -1.53 -1.80 -0.44
H -1.72 -6.04 -2.23
H -1.22 -4.74 -1.15
H -0.28 -5.09 -2.60
H -4.58 -4.61 -2.43
H -4.65 -2.94 -2.99
H -3.98 -3.31 -1.40
H -2.98 -5.48 -4.95
H -1.54 -4.61 -5.44
H -3.13 -3.85 -5.58
H -1.32 -2.12 -5.42
H -0.14 0.05 -5.49
H 0.42 1.19 -3.33
C 0.55 3.96 1.00
Si -1.05 3.56 0.15
C -1.13 4.20 -1.59
C -2.54 3.96 1.17
O -1.09 1.84 -0.03
H 0.68 5.04 1.08
H 1.40 3.56 0.45
H 0.57 3.54 2.01
H -1.22 5.29 -1.58
H -1.98 3.80 -2.13
H -0.22 3.96 -2.14
H -2.61 5.04 1.33
H -2.48 3.48 2.15
H -3.46 3.63 0.69
*
```

Here are the natural (NBO) charges for atoms 1 to 4, given in e: number 1, W, carries 1.519; number 2, C, carries -0.181; number 3, C, carries -0.189; number 4, C, carries -0.237


[6]
DFT (ωB97M-V/def2-TZVPD) results for a single C23H30N4O3 molecule.

For the lowest unoccupied orbital energy, the calculation gives 0.0270 Ha. The SMILES is Cc1cccc(C(O)(C(=O)NNC(=O)CN2CCN(C)CC2)c2cccc(C)c2)c1. Its HOMO-LUMO gap is 9.403 eV. The calculation puts the HOMO energy at -8.7 eV. Its calculated total energy is -1339.18775 hartree.

The geometry in ORCA input format:
```
! RIJCOSX wB97M-V def2-TZVPD def2/J DEFGRID3
* xyz 0 1
C 3.03 -1.20 1.87
C 1.56 -1.22 2.15
C 0.96 -2.32 2.76
C -0.40 -2.32 3.03
C -1.18 -1.23 2.69
C -0.59 -0.12 2.09
C 0.77 -0.13 1.82
H 1.21 0.73 1.33
C -1.43 1.06 1.63
C -0.87 2.40 2.05
C -0.15 2.53 3.23
C 0.29 3.78 3.63
C 0.03 4.90 2.85
C -0.70 4.78 1.67
C -1.15 3.52 1.28
H -1.71 3.42 0.37
C -1.01 5.98 0.82
H -0.41 6.83 1.12
H -2.06 6.24 0.92
H -0.81 5.76 -0.23
H 0.38 5.87 3.16
H 0.85 3.89 4.54
H 0.05 1.67 3.84
C -1.38 0.85 0.11
O -0.45 1.19 -0.60
N -2.47 0.20 -0.37
N -2.35 -0.42 -1.62
C -2.78 -1.70 -1.78
O -3.62 -2.22 -1.08
C -2.09 -2.36 -2.97
N -0.68 -2.00 -2.90
C -0.01 -2.62 -1.77
C 1.37 -1.98 -1.61
N 2.15 -2.20 -2.81
C 3.49 -1.69 -2.68
H 4.05 -1.91 -3.59
H 3.98 -2.18 -1.84
H 3.51 -0.60 -2.51
C 1.46 -1.63 -3.95
C 0.08 -2.26 -4.11
H -0.44 -1.81 -4.96
H 0.19 -3.34 -4.29
H 2.05 -1.82 -4.85
H 1.34 -0.53 -3.84
H 1.88 -2.44 -0.76
H 1.24 -0.90 -1.40
H -0.59 -2.45 -0.86
H 0.11 -3.70 -1.92
H -2.27 -3.44 -2.93
H -2.51 -1.97 -3.90
H -1.49 -0.16 -2.09
H -3.13 -0.24 0.26
O -2.76 0.92 2.11
H -3.20 1.77 2.04
H -2.24 -1.22 2.90
H -0.85 -3.18 3.50
H 1.56 -3.18 3.02
H 3.24 -0.64 0.96
H 3.41 -2.21 1.75
H 3.56 -0.73 2.69
*
```

Here are the natural (NBO) charges for atoms 1 to 4, given in e: number 1, C, carries -0.632; number 2, C, carries -0.006; number 3, C, carries -0.212; number 4, C, carries -0.201


[7]
DFT (ωB97M-V/def2-TZVPD) results for a single C23H30N6OS2 molecule.

For the lowest unoccupied orbital energy, the calculation gives -0.0138 Ha. The SMILES is CCNc1cc(CCCSC(=S)n2ccnc2)c2nccnc2c1CCN(CC)C(C)=O. Its HOMO-LUMO gap is 7.756 eV. The calculation puts the HOMO energy at -8.1 eV. Its calculated total energy is -2094.56728 hartree.

The geometry in ORCA input format:
```
! RIJCOSX wB97M-V def2-TZVPD def2/J DEFGRID3
* xyz 0 1
C 2.55 -4.51 -1.07
C 1.73 -3.88 -2.20
N 0.42 -3.40 -1.78
C 0.37 -2.06 -1.33
C 0.52 -1.06 -2.33
C 0.49 0.26 -2.05
C 0.66 1.28 -3.15
C 1.93 2.13 -3.04
C 1.70 3.53 -2.46
S 2.87 3.79 -1.11
C 2.00 4.89 -0.09
S 0.85 5.93 -0.60
N 2.37 4.81 1.26
C 1.64 5.25 2.34
C 2.39 4.96 3.43
N 3.59 4.37 3.06
C 3.54 4.28 1.77
C 0.28 0.66 -0.71
N 0.20 1.99 -0.42
C 0.00 2.31 0.83
C -0.11 1.33 1.84
N -0.06 0.05 1.60
C 0.13 -0.32 0.30
C 0.17 -1.70 -0.02
C -0.08 -2.71 1.06
C -1.57 -3.12 1.09
N -2.45 -1.96 1.09
C -3.12 -1.72 2.37
C -3.80 -0.35 2.41
C -3.34 -1.94 -0.02
C -4.65 -2.70 0.09
O -3.06 -1.34 -1.04
H 3.54 -4.80 -1.42
H 2.68 -3.78 -0.27
H 2.04 -5.37 -0.65
H 1.63 -4.59 -3.02
H 2.28 -3.03 -2.59
H -0.01 -4.02 -1.10
H 0.66 -1.39 -3.35
H -0.21 1.94 -3.18
H 0.66 0.75 -4.10
H 2.37 2.25 -4.03
H 2.67 1.60 -2.44
H 0.70 3.63 -2.04
H 1.85 4.31 -3.21
H 0.67 5.71 2.28
H 2.13 5.15 4.46
H 4.30 3.87 1.13
H -0.09 3.36 1.08
H -0.26 1.65 2.87
H 0.52 -3.61 0.90
H 0.16 -2.27 2.02
H -1.80 -3.80 0.26
H -1.73 -3.69 2.01
H -2.33 -1.73 3.12
H -3.82 -2.52 2.64
H -3.56 0.16 3.34
H -3.41 0.26 1.59
H -4.88 -0.43 2.32
H -5.44 -2.03 0.42
H -4.59 -3.56 0.76
H -4.91 -3.04 -0.90
*
```

Here are the natural (NBO) charges for atoms 1 to 4, given in e: number 1, C, carries -0.625; number 2, C, carries -0.208; number 3, N, carries -0.619; number 4, C, carries 0.162


[8]
DFT (ωB97M-V/def2-TZVPD) results for a molecular structure, C23H30N8NdO6P2.

For the lowest unoccupied orbital energy (alpha / beta), the calculation gives -0.1212 / -0.1209 Ha. Its HOMO-LUMO gap (alpha / beta) is 6.493 / 6.500 eV. The calculation puts the HOMO energy (alpha / beta) at -9.8 / -9.8 eV. Its calculated total energy is -3028.16656 hartree.

The geometry in ORCA input format:
```
! RIJCOSX wB97M-V def2-TZVPD def2/J DEFGRID3
* xyz 1 4
Nd 0.60 0.04 -0.93
N 5.50 -0.85 0.21
C 4.18 -1.52 -0.31
C 4.32 -3.05 -0.28
P 3.87 -0.87 -1.98
O 4.14 -2.19 -2.89
O 4.94 0.22 -2.20
O 2.35 -0.54 -2.17
P 2.85 -0.99 0.76
O 3.71 -1.25 2.12
O 1.58 -1.82 0.69
O 2.63 0.50 0.57
H 5.65 0.03 -0.33
H 6.30 -1.44 0.07
H 5.47 -0.61 1.20
H 5.35 -3.41 -0.55
H 3.61 -3.47 -0.97
H 4.07 -3.58 0.65
H 4.14 -2.00 -3.86
H 3.23 -1.02 2.95
C -5.33 0.73 0.57
C -3.85 1.02 0.38
C -2.96 0.41 1.48
C -3.28 -0.68 2.29
C -2.46 -1.02 3.36
C -1.38 -0.24 3.68
C -0.90 0.77 2.83
C 0.30 1.59 3.25
C 0.15 2.32 4.64
C -1.64 1.03 1.60
N -1.10 1.68 0.49
C -0.73 2.96 0.44
C -0.01 3.40 -0.66
C 0.03 4.66 -1.34
C 0.83 4.46 -2.47
C 1.25 3.13 -2.46
N 0.79 2.51 -1.37
H -5.96 1.19 -0.28
H -5.76 1.08 1.50
H -5.65 -0.35 0.52
H -3.80 2.14 0.53
H -3.44 0.83 -0.64
H -4.30 -1.07 2.19
H -2.79 -1.71 4.10
H -0.95 -0.45 4.71
H 0.49 2.36 2.43
H 1.19 0.98 3.20
H -0.87 2.54 4.88
H 0.74 3.22 4.75
H 0.54 1.57 5.39
H -1.21 3.69 1.16
H -0.42 5.55 -0.92
H 1.13 5.22 -3.21
H 1.87 2.63 -3.23
N -2.27 0.04 -4.67
C -1.25 0.63 -4.06
N -1.01 0.02 -2.93
C -1.86 -1.07 -2.91
N -2.67 -1.04 -3.96
C -1.92 -2.11 -1.93
C -2.83 -3.22 -2.01
N -2.65 -4.27 -1.22
C -1.78 -4.19 -0.22
C -0.92 -3.12 -0.06
N -1.00 -2.12 -0.89
H -2.78 0.32 -5.58
H -0.62 1.39 -4.43
H -3.58 -3.38 -2.82
H -1.72 -5.06 0.38
H -0.14 -3.11 0.76
*
```

Here are the natural (NBO) charges for atoms 1 to 4, given in e: number 1, Nd, carries 2.151; number 2, N, carries -0.685; number 3, C, carries -0.665; number 4, C, carries -0.636